Here is 2 unconnected molecules or ions with the total composition C5H9N3O2 from OMol25. Energies are from ωB97M-V/def2-TZVPD.

Structure (XYZ):
```
19
Properties=species:S:1:pos:R:3:forces:R:3
C -0.128977 0.758498 -1.040800 -0.69 0.37 -0.40
C -1.720123 -1.186898 0.355107 0.37 0.01 0.25
C -0.713632 -1.317117 1.002665 -0.51 -0.46 -0.02
C 1.089159 0.942313 -0.211599 0.19 0.39 0.55
N -2.737394 -0.888033 -0.487540 -0.42 0.23 -0.04
N 0.352769 -1.666084 1.756336 0.30 0.20 0.23
N 2.061717 -0.037046 -0.327596 0.23 -0.29 -0.17
C 1.152444 1.980850 0.629113 -0.19 -0.29 -0.35
O -0.004279 -0.230921 -1.940525 0.34 -0.18 -0.10
O -1.112243 1.458227 -0.986211 0.17 -0.03 0.05
H -0.855985 -0.380094 -2.378880 -0.03 0.14 0.16
H -3.627980 -1.258481 -0.177239 0.10 0.02 -0.19
H -2.795896 0.112332 -0.669787 -0.03 -0.12 0.01
H 0.484761 -1.054264 2.553924 0.09 -0.13 -0.10
H 1.203584 -1.737532 1.208457 -0.05 0.07 0.15
H 2.025754 -0.559637 -1.189384 0.13 0.04 0.03
H 2.988897 0.243879 -0.047143 -0.05 -0.04 -0.10
H 0.322162 2.655736 0.706565 -0.18 0.12 -0.06
H 2.015262 2.164272 1.244536 0.21 -0.04 0.11
```
Forces are in eV/Å.

Output
Largest force on an atom (eV/A): 0.9
Total charge: 0
Gap between HOMO and LUMO (hartree): 0.3281
SMILES: C=C(N)C(=O)O.NC#CN
Molar mass (g mol⁻¹): 143.1
Energy relative to the best compared isomer or geometry (same formula, charge and spin) (kcal/mol): 51.6
Electronic energy (eV): -13894.343
Lowest unoccupied orbital energy (eV): 0.7467

Okay, here come the Löwdin numbers, in e, for every atom: -0.516, -0.185, -0.187, -0.346, 0.047, 0.051, 0.097, 0.088, 0.100, 0.085, 0.131, 0.088, 0.071, 0.087, 0.066, 0.093, 0.102, 0.066, 0.062

Here is a single C5H9N3O2 molecule in a non-equilibrium geometry from OMol25. Energies are from ωB97M-V/def2-TZVPD.

Structure (XYZ):
```
19
Properties=species:S:1:pos:R:3:forces:R:3
C 2.521578 1.250744 -0.076826 -0.34 -1.11 -0.03
C 2.475624 -0.949207 -0.066392 -0.48 1.53 -0.32
C 0.141884 1.713368 -0.000552 -2.07 0.24 -2.82
C -1.434905 -1.328663 -0.707754 3.38 -1.99 -0.30
C 0.232246 -1.242691 0.974281 1.55 -0.42 -1.31
N 3.248300 0.165440 -0.192970 2.35 2.17 -0.42
N 1.240645 0.905109 0.166586 1.42 -1.33 1.76
N 1.187833 -0.473868 0.121350 -1.34 -1.23 0.01
O 2.782982 -2.098520 -0.137630 0.41 -1.65 0.16
O -1.047983 -0.976723 0.590564 -1.07 0.90 1.55
H 2.779366 2.344539 -0.190845 -0.03 -1.62 0.13
H 0.283757 2.595846 0.517091 0.78 2.41 0.24
H -0.070351 1.755002 -1.096516 0.05 0.92 0.58
H -0.802270 1.458402 0.395590 -0.69 -1.53 0.88
H -2.380214 -1.810472 -0.609530 -0.53 -0.55 -0.48
H -0.531295 -1.949510 -1.094782 -2.04 0.07 0.19
H -1.412512 -0.537608 -1.413808 -0.48 1.32 -0.33
H 0.468123 -0.949751 1.956355 -0.71 0.91 1.59
H 0.525713 -2.331896 1.019871 -0.17 0.96 -1.09
```
Forces are in eV/Å.

Output
Largest force on an atom (eV/A): 3.9
Total charge: 0
Gap between HOMO and LUMO (hartree): 0.3412
SMILES: COCn1c(=O)ncn1C
Molar mass (g mol⁻¹): 143.1
Energy relative to the best compared isomer or geometry (same formula, charge and spin) (kcal/mol): 63.2
Electronic energy (eV): -13893.841
Lowest unoccupied orbital energy (eV): 0.5249

Okay, here come the Löwdin numbers, in e, for every atom: -0.092, -0.581, -0.048, -0.076, -0.167, 0.140, -0.122, 0.044, 0.075, -0.171, 0.159, 0.078, 0.121, 0.081, 0.084, 0.129, 0.062, 0.124, 0.159

Here is a single C5H9N3O2 molecule in a non-equilibrium geometry from OMol25. Energies are from ωB97M-V/def2-TZVPD.

Structure (XYZ):
```
19
Properties=species:S:1:pos:R:3:forces:R:3
N -0.312430 -0.334941 1.995275 0.20 0.03 0.37
C -0.352266 -0.557011 0.564804 -0.40 -0.79 0.32
C -1.759292 -0.620403 -0.010835 -0.76 2.37 -1.17
N -2.699486 0.250257 0.086074 0.76 -0.22 1.35
C 0.479509 0.541562 -0.117210 -0.14 0.17 -0.01
C 1.989405 0.428412 0.190540 -0.07 -0.09 0.31
O 2.592781 0.305178 -1.113171 0.59 -0.03 0.08
C 1.590699 0.342512 -2.000430 -0.68 0.01 0.02
N 0.401799 0.473778 -1.578073 0.22 -0.04 -0.38
H -0.697519 0.568373 2.258973 0.01 -0.16 -0.13
H -0.817783 -1.052935 2.504395 0.08 0.13 -0.09
H 0.106613 -1.530353 0.338007 0.05 0.20 0.11
H 0.078195 1.515142 0.208155 0.03 -0.24 -0.06
H 2.403757 1.315854 0.680832 -0.09 -0.21 -0.12
H 2.240566 -0.463733 0.778545 -0.08 0.24 -0.13
H 1.889255 0.247044 -3.045460 -0.11 0.05 0.32
O -1.937901 -1.452016 -1.028384 -1.60 0.79 -2.19
H -2.517023 0.910355 0.839540 -0.03 0.10 -0.05
H -2.678879 -0.887073 -1.551577 2.03 -2.31 1.46
```
Forces are in eV/Å.

Output
Largest force on an atom (eV/A): 3.4
Total charge: 0
Gap between HOMO and LUMO (hartree): 0.3860
SMILES: [H]/N=C(/O)[C@H](N)[C@H]1COC=N1
Molar mass (g mol⁻¹): 143.1
Energy relative to the best compared isomer or geometry (same formula, charge and spin) (kcal/mol): 29.1
Electronic energy (eV): -13895.319
Lowest unoccupied orbital energy (eV): 0.7982

Okay, here come the Löwdin numbers, in e, for every atom: 0.058, -0.314, -0.489, 0.135, -0.277, -0.093, -0.036, -0.214, 0.119, 0.077, 0.087, 0.155, 0.149, 0.127, 0.125, 0.141, 0.022, 0.039, 0.190

Here is 2 unconnected molecules or ions with the total composition C5H9N5 in a non-equilibrium geometry from OMol25. Energies are from ωB97M-V/def2-TZVPD.

Structure (XYZ):
```
19
Properties=species:S:1:pos:R:3:forces:R:3
C -1.260961 2.122541 0.963746 0.60 -1.62 -0.73
C -1.214329 1.423167 -0.209953 0.72 -0.58 1.21
C -0.676307 1.567068 2.104503 0.78 0.27 0.65
C 0.162898 0.526889 2.018223 1.68 -2.37 2.32
C -0.428365 0.285594 -0.254536 1.53 -1.98 -2.15
N 0.318084 -0.432523 -2.595529 -3.02 3.33 -1.94
N 0.339614 -0.135901 0.832820 -1.04 1.27 -1.56
N 1.984415 -1.563600 1.373995 1.72 0.28 4.12
N -0.523044 -1.024416 -3.309886 2.38 -1.05 0.14
N 1.228352 -1.129081 0.521726 -1.59 0.46 -0.56
H -1.675034 3.056467 1.013675 -1.28 2.23 0.24
H -1.663492 1.755856 -1.109972 -0.46 0.26 -0.60
H -0.777438 2.057700 3.046404 -0.11 0.14 0.55
H 0.687552 0.004255 2.875034 -0.96 1.32 -0.59
H 2.100753 -1.135245 2.392106 -0.48 -0.94 -2.35
H 2.609728 -2.403131 1.236987 -0.83 1.03 -0.70
H -1.002854 -0.492336 -4.051143 0.09 -0.05 0.58
H -0.402474 -2.044512 -3.434133 -0.92 0.33 0.16
H 0.907700 -0.900548 -1.989265 1.20 -2.34 1.21
```
Forces are in eV/Å.

Output
Largest force on an atom (eV/A): 4.9
Total charge: +2
Gap between HOMO and LUMO (hartree): 0.2306
Molar mass (g mol⁻¹): 139.2
Energy relative to the best compared isomer or geometry (same formula, charge and spin) (kcal/mol): 140.7
Electronic energy (eV): -12757.021
Lowest unoccupied orbital energy (eV): -10.1621

Okay, here come the Löwdin numbers, in e, for every atom: 0.051, -0.028, 0.016, -0.012, 0.048, 0.164, -0.084, 0.223, 0.145, 0.141, 0.116, 0.111, 0.140, 0.148, 0.221, 0.215, 0.178, 0.177, 0.030